Formula: C68H179N29O8P8
Source: the Open Molecules 2025 dataset
Level of theory: ωB97M-V/def2-TZVPD

XYZ file:
```
292
Properties=species:S:1:pos:R:3:forces:R:3
C 18.497 24.983 20.629 -0.581 -0.664 1.869
C 19.908 24.946 20.092 -0.614 0.804 0.309
C 20.103 23.629 19.398 0.676 -0.390 -1.373
C 20.124 22.499 20.306 0.031 2.590 -1.887
N 20.170 21.588 20.956 0.082 -3.009 2.087
H 18.287 24.044 21.231 0.450 0.949 -0.404
H 17.784 24.899 19.828 -0.542 0.571 -0.405
H 18.307 25.825 21.349 0.011 -0.570 -1.008
H 20.548 25.079 20.936 0.836 -0.246 0.534
H 20.131 25.809 19.451 -0.218 -0.363 -0.209
H 21.094 23.594 18.849 -1.319 -0.024 0.193
H 19.212 23.427 18.739 1.148 0.302 0.099
C 19.234 23.391 28.099 -0.704 0.896 0.082
C 18.008 22.870 27.313 2.205 -0.005 0.294
C 18.123 21.357 27.257 -0.865 -0.305 -2.050
C 18.525 20.657 28.440 0.659 -0.605 3.104
N 18.834 20.157 29.449 -0.535 0.788 -1.955
H 19.050 23.271 29.157 -0.053 -0.407 0.416
H 19.179 24.470 27.986 0.804 0.298 -0.184
H 20.227 22.958 27.913 -0.464 0.251 -0.471
H 17.960 23.326 26.305 0.072 -0.610 0.385
H 17.175 23.213 27.874 -1.147 0.073 0.411
H 18.858 21.087 26.480 -0.319 0.010 0.077
H 17.160 20.936 26.926 0.314 -0.186 -0.039
C 21.993 22.015 25.832 0.413 0.551 -0.561
C 22.262 21.362 24.472 -0.096 -0.425 -0.652
C 20.986 20.694 23.845 0.169 3.549 -0.377
C 19.937 21.763 23.912 -0.145 -0.692 -0.352
N 19.143 22.597 23.933 0.194 -0.134 0.097
H 21.318 22.856 25.780 -0.812 -0.034 -0.346
H 22.856 22.548 26.229 0.520 -0.641 0.125
H 21.612 21.290 26.536 -0.015 -0.142 0.334
H 22.959 20.531 24.605 0.279 0.236 -0.050
H 22.686 22.070 23.720 -0.239 -0.427 0.690
H 20.645 19.894 24.407 -0.676 -1.726 1.056
H 21.066 20.461 22.782 0.273 -0.180 0.242
C 10.842 21.293 24.084 -0.545 -2.377 -1.506
C 9.515 21.396 24.753 -0.103 0.358 0.858
C 9.229 20.107 25.521 -0.454 -0.486 0.260
C 10.225 19.908 26.607 2.114 -0.005 0.779
N 11.171 19.830 27.295 -2.433 0.137 -1.395
H 11.535 20.907 24.794 1.060 0.042 0.425
H 11.158 22.168 23.600 0.613 1.387 -0.397
H 10.776 20.492 23.267 0.125 0.931 1.030
H 8.755 21.541 23.989 -0.364 0.192 0.275
H 9.506 22.200 25.520 -0.168 -0.082 -0.734
H 9.305 19.241 24.841 -0.023 0.156 0.320
H 8.208 20.164 25.929 0.373 -0.280 0.054
C 17.451 14.698 19.163 0.428 -0.738 -1.005
C 18.400 14.590 20.334 0.349 0.725 1.066
C 18.078 13.473 21.338 -1.095 0.203 -0.439
C 18.290 12.151 20.752 -0.538 -0.607 -0.040
N 18.378 11.109 20.268 0.136 0.524 0.230
H 17.477 13.799 18.538 -0.089 -0.518 0.504
H 17.870 15.364 18.419 -0.321 0.818 0.268
H 16.397 14.879 19.363 0.106 0.377 0.284
H 18.457 15.526 20.959 -0.238 -0.679 -0.852
H 19.425 14.436 19.955 -0.326 0.004 0.108
H 17.065 13.571 21.796 0.289 -0.254 -0.779
H 18.643 13.574 22.224 1.189 0.016 0.875
O 15.795 16.751 33.988 -0.156 -0.353 -0.312
P 15.995 16.863 32.520 0.939 0.764 1.444
N 17.592 16.457 32.046 -1.166 1.359 0.068
C 18.696 17.379 32.503 -0.574 -1.619 -0.322
C 18.032 15.090 32.084 1.372 -0.148 0.773
N 15.763 18.486 32.143 -0.353 -0.273 0.466
C 16.013 19.488 33.161 0.268 1.877 0.042
C 15.383 19.033 30.861 0.618 -0.069 -0.476
N 14.977 15.881 31.661 0.732 0.502 0.302
C 15.209 15.508 30.297 0.536 -0.727 -0.141
C 13.643 15.566 32.192 0.999 2.013 0.954
H 19.133 16.923 33.419 -0.058 0.476 -0.475
H 18.338 18.374 32.730 -0.044 0.118 -0.180
H 19.422 17.368 31.670 -0.086 0.360 0.590
H 19.053 15.138 31.637 -0.645 -0.624 0.140
H 17.392 14.437 31.521 -0.250 -0.266 -0.365
H 18.147 14.648 33.121 -0.184 0.564 -0.789
H 15.145 20.163 33.342 0.071 -0.675 -0.222
H 16.288 19.099 34.147 0.086 -0.207 -0.547
H 16.778 20.230 32.789 -0.224 -0.787 0.436
H 16.285 19.277 30.253 -0.540 -0.078 0.182
H 14.771 18.301 30.360 -0.103 -0.357 -0.564
H 14.759 19.944 30.906 0.333 -0.492 0.532
H 16.088 15.999 29.838 -0.202 -0.431 0.542
H 15.266 14.396 30.227 0.233 0.567 -0.226
H 14.371 15.819 29.723 -0.948 0.240 -0.858
H 12.900 16.140 31.640 -0.262 0.027 -0.107
H 13.628 15.923 33.268 -0.095 -0.880 -1.205
H 13.468 14.530 32.043 -0.315 -1.057 0.279
O 14.150 24.892 28.740 0.814 -0.114 -1.184
P 13.899 24.972 27.262 -1.336 -0.484 1.636
N 12.314 25.407 27.059 0.393 2.335 0.426
C 11.898 26.619 27.825 -0.440 -0.130 0.198
C 11.274 24.532 26.655 -1.064 -0.206 0.778
N 14.067 23.525 26.478 0.546 0.626 -0.756
C 13.955 22.272 27.229 -0.948 -0.039 0.476
C 14.308 23.556 25.001 -1.845 -0.912 0.680
N 14.738 26.130 26.440 0.297 -1.811 0.138
C 14.222 27.183 25.663 -1.221 0.414 -1.145
C 16.041 26.395 26.965 0.355 0.520 1.377
H 11.113 27.166 27.298 0.179 0.049 -0.508
H 12.689 27.345 28.100 -0.063 -0.761 -0.558
H 11.402 26.402 28.783 0.309 -0.586 -0.043
H 10.608 25.041 25.909 0.515 -0.783 0.249
H 10.634 24.277 27.550 0.336 0.050 -0.776
H 11.776 23.607 26.339 -0.714 0.207 -0.456
H 13.506 22.520 28.215 0.289 -0.144 -0.578
H 13.241 21.546 26.760 0.693 0.540 0.079
H 14.913 21.788 27.463 -0.020 0.029 -0.390
H 15.347 23.662 24.765 0.669 -0.162 -0.246
H 13.856 22.614 24.604 0.686 0.565 0.093
H 13.741 24.361 24.490 0.288 -0.220 0.582
H 13.883 28.033 26.268 0.177 0.137 -0.270
H 14.886 27.474 24.865 1.113 0.522 0.240
H 13.429 26.866 24.996 -0.856 -0.315 0.523
H 15.895 27.335 27.497 0.679 0.252 0.547
H 16.761 26.603 26.190 0.398 -0.359 -0.363
H 16.377 25.627 27.707 -0.218 0.598 -0.843
O 16.766 13.850 24.460 0.318 -0.751 0.963
P 16.899 13.000 25.694 -0.250 3.273 -0.118
N 18.115 13.550 26.709 0.285 1.477 -0.016
C 18.674 12.817 27.839 -2.603 0.659 0.456
C 18.094 14.983 27.053 -0.345 1.050 -1.062
N 17.278 11.456 25.506 1.046 -2.440 -1.154
C 16.281 10.641 24.836 -1.077 -0.483 -0.823
C 18.622 11.191 24.881 -0.621 0.389 0.515
N 15.464 13.049 26.511 0.560 1.096 -1.048
C 15.066 12.104 27.494 -0.588 -1.187 -1.085
C 14.431 13.948 26.006 0.015 -1.139 -0.393
H 18.220 13.289 28.767 0.675 -0.866 -0.644
H 19.728 12.812 27.915 1.225 0.239 -0.160
H 18.296 11.833 27.697 0.097 -1.119 0.528
H 17.663 15.221 28.023 0.178 -0.613 0.613
H 17.490 15.668 26.427 0.208 -0.963 -0.549
H 19.094 15.411 26.994 0.189 -0.110 0.232
H 16.407 10.634 23.732 0.094 0.108 0.525
H 16.244 9.602 25.157 0.631 -0.142 0.213
H 15.255 10.961 25.012 0.076 0.487 0.105
H 18.542 11.223 23.767 0.084 -0.299 0.821
H 19.253 12.024 25.202 0.316 -0.432 -0.093
H 18.972 10.220 25.280 0.044 0.546 -0.538
H 15.906 11.454 27.741 0.044 0.411 0.691
H 14.563 12.633 28.310 0.172 -0.602 0.196
H 14.402 11.390 26.947 -0.369 0.261 0.980
H 13.739 14.057 26.800 -0.918 0.298 0.796
H 13.879 13.544 25.135 0.305 0.123 0.257
H 14.833 14.907 25.773 0.312 0.627 -0.351
O 15.340 23.372 34.204 0.932 -0.980 1.173
P 14.873 23.790 32.893 0.073 1.349 -0.611
N 15.767 23.496 31.530 -1.442 -0.589 -0.180
C 15.544 22.446 30.548 0.324 0.154 1.138
C 17.020 24.106 31.357 1.515 0.972 0.895
N 14.836 25.451 32.875 -0.100 -0.859 -1.143
C 14.551 26.165 31.627 0.695 0.745 0.163
C 14.233 26.047 34.022 -0.671 0.808 0.870
N 13.322 23.273 32.729 -0.314 -0.462 -1.064
C 12.873 22.175 33.494 -1.641 -1.317 0.137
C 12.406 23.586 31.671 -1.164 1.262 -0.046
H 15.466 22.888 29.572 0.059 0.170 -0.602
H 14.623 21.955 30.782 -0.642 -0.376 0.002
H 16.363 21.718 30.617 -0.112 0.027 -0.267
H 17.176 24.567 30.394 -0.239 -0.115 -0.875
H 17.805 23.371 31.530 0.415 -0.007 -0.069
H 17.178 24.948 32.040 -0.120 -0.356 0.234
H 13.454 26.446 31.474 1.432 -0.030 0.363
H 15.269 27.000 31.736 -1.058 0.604 -0.537
H 14.910 25.649 30.727 -0.440 -0.259 0.446
H 14.495 25.549 34.973 0.102 0.102 -0.708
H 14.566 27.110 34.086 -0.467 -0.575 0.021
H 13.123 25.977 33.915 0.429 0.451 0.272
H 11.825 22.320 33.877 0.748 -0.003 -0.536
H 12.920 21.205 32.961 -0.284 0.263 -0.134
H 13.481 22.056 34.329 1.074 -0.151 1.535
H 11.408 23.784 32.183 0.907 -0.117 -0.794
H 12.221 22.763 30.941 0.384 0.415 0.304
H 12.722 24.525 31.167 -0.312 -0.898 -0.016
O 13.886 22.060 20.412 -0.108 -0.486 0.050
P 13.231 23.142 19.649 0.831 0.640 0.839
N 11.630 23.253 19.991 -0.996 0.166 -0.491
C 10.850 24.348 19.394 1.051 -0.023 0.384
C 10.852 22.113 20.449 0.917 -0.248 0.053
N 13.392 23.028 17.990 -0.503 0.534 0.542
C 14.762 22.920 17.568 0.280 -0.933 0.148
C 12.375 22.293 17.240 0.153 1.618 -0.775
N 13.911 24.602 20.126 0.646 -0.343 -1.377
C 14.730 24.618 21.362 -0.459 -1.407 -0.843
C 13.937 25.817 19.306 2.117 -0.680 1.215
H 10.224 23.983 18.551 0.055 0.540 0.635
H 11.553 25.126 19.071 -0.231 -0.352 -0.470
H 10.346 24.864 20.208 -0.868 -0.244 -0.180
H 10.045 22.435 21.085 -0.432 0.267 0.197
H 11.504 21.480 21.047 -0.010 -0.091 0.035
H 10.461 21.499 19.638 -0.229 0.012 -0.263
H 15.168 21.910 17.741 0.030 0.143 0.142
H 14.813 23.088 16.520 0.158 0.368 -1.056
H 15.387 23.637 18.087 0.098 0.136 0.095
H 12.248 22.715 16.194 0.694 -0.842 0.918
H 12.489 21.221 17.294 0.114 -0.421 -0.321
H 11.454 22.588 17.688 -0.852 -0.317 0.378
H 14.028 24.929 22.111 0.201 0.042 1.136
H 15.125 23.575 21.511 -0.533 1.088 0.250
H 15.580 25.295 21.318 -0.097 0.202 -0.315
H 13.254 26.531 19.661 -1.175 1.113 0.409
H 13.765 25.622 18.268 -0.035 -0.204 -0.629
H 14.952 26.265 19.477 -0.719 -0.209 -0.622
O 11.286 17.643 23.532 0.204 0.171 0.265
P 11.596 17.429 22.101 0.623 0.366 1.158
N 12.386 15.980 21.924 0.536 0.344 1.801
C 13.027 15.260 23.070 -1.498 0.646 -0.841
C 12.425 15.253 20.728 1.474 -0.964 -0.761
N 12.364 18.793 21.491 0.626 0.418 0.622
C 12.692 18.971 20.102 0.259 1.024 -0.591
C 13.339 19.461 22.365 0.754 -0.153 0.049
N 10.304 17.304 21.106 -0.075 0.381 -0.931
C 9.405 16.203 21.395 -0.617 -0.034 0.929
C 9.630 18.575 20.795 -1.416 -1.068 0.523
H 12.897 15.872 23.941 -0.145 0.066 0.569
H 14.068 15.067 22.928 0.727 0.083 -0.457
H 12.539 14.288 23.179 -0.168 0.023 0.219
H 11.736 14.441 20.676 -1.038 -0.721 0.115
H 13.397 14.722 20.689 -0.092 0.509 -0.520
H 12.256 15.877 19.877 0.146 0.309 -0.676
H 11.839 18.627 19.519 0.425 -0.079 -0.490
H 12.952 20.043 19.866 -0.803 -0.805 0.494
H 13.631 18.504 19.825 0.178 -0.850 -0.211
H 13.532 20.518 22.060 -0.450 -0.815 -0.064
H 12.946 19.448 23.380 0.202 -0.059 0.053
H 14.343 18.941 22.329 -0.861 0.401 0.146
H 8.969 16.283 22.446 0.448 -0.158 -1.173
H 8.598 16.281 20.672 -0.216 -0.264 0.017
H 9.898 15.227 21.276 -0.187 0.419 0.121
H 8.961 18.860 21.658 0.534 0.038 -0.875
H 9.031 18.445 19.878 -0.003 -0.020 0.404
H 10.361 19.319 20.595 0.266 0.707 0.147
O 20.439 19.640 16.865 -0.340 0.043 0.308
P 19.031 19.253 16.631 0.135 -0.297 0.039
N 18.800 17.855 15.756 -0.092 0.414 -1.384
C 19.263 17.895 14.344 -1.603 -1.069 -0.489
C 18.900 16.538 16.309 -0.637 -0.473 0.317
N 18.262 20.356 15.678 1.864 0.603 0.483
C 16.931 20.131 15.278 -1.260 -0.803 -1.043
C 18.648 21.732 15.989 -0.937 0.191 1.231
N 18.113 19.151 18.037 0.342 -1.097 0.229
C 16.834 18.374 18.077 1.379 -0.016 -2.001
C 18.978 18.863 19.236 -0.998 0.088 -1.717
H 19.379 18.923 14.048 0.213 0.222 -0.234
H 18.520 17.383 13.573 1.228 0.907 1.745
H 20.200 17.346 14.308 0.238 0.143 -0.362
H 19.628 15.964 15.732 -0.139 -0.198 0.188
H 17.911 16.033 16.320 0.506 -0.055 -0.352
H 19.217 16.552 17.341 0.329 0.091 0.360
H 16.741 19.001 15.098 0.089 1.939 0.790
H 16.248 20.648 15.994 -0.154 -0.727 -0.602
H 16.853 20.570 14.279 -0.608 0.208 0.053
H 18.328 22.103 17.014 0.227 -0.728 -0.754
H 19.695 21.888 15.898 0.942 -0.250 0.095
H 18.205 22.434 15.323 -0.678 0.340 -0.944
H 16.057 18.846 17.473 0.278 -0.088 -0.353
H 17.009 17.313 17.712 -0.621 1.152 0.876
H 16.460 18.485 19.052 -0.331 -0.523 1.527
H 19.228 17.795 19.264 0.283 0.150 0.224
H 18.343 19.118 20.052 0.035 0.236 1.010
H 19.824 19.523 19.099 0.317 -0.265 0.632
O 18.702 18.780 25.181 0.203 0.327 0.510
P 17.309 18.475 24.783 0.117 1.338 0.449
N 17.368 17.020 24.022 0.914 -0.409 -1.311
C 16.337 16.618 23.096 -0.258 -1.485 -0.505
C 18.705 16.514 23.597 -0.855 -1.383 2.996
N 16.570 19.534 23.720 0.362 -0.918 -0.399
C 15.979 20.779 24.121 -0.928 0.580 0.007
C 17.167 19.591 22.370 1.408 -0.444 0.595
N 16.277 18.591 26.094 -1.216 -0.869 -0.099
C 16.756 18.249 27.434 -0.256 1.239 -0.512
C 14.801 18.380 25.963 1.228 -1.331 0.707
H 15.482 17.243 23.280 -0.609 0.042 -0.307
H 16.069 15.534 23.187 0.235 0.894 0.534
H 16.647 16.665 22.029 -0.008 0.659 0.372
H 18.534 15.415 23.542 0.619 0.560 0.278
H 19.471 16.830 24.343 -0.683 -0.638 -0.446
H 19.059 16.830 22.671 0.164 1.027 -1.967
H 15.235 21.056 23.365 0.079 0.063 -0.043
H 15.402 20.732 25.068 0.729 -0.105 -0.425
H 16.725 21.574 24.123 0.052 0.199 0.367
H 17.739 20.541 22.205 -0.294 -0.719 0.313
H 17.893 18.714 22.280 -0.960 1.272 -0.150
H 16.412 19.539 21.595 -0.312 -0.167 -0.189
H 17.809 18.466 27.439 0.511 -0.431 0.276
H 16.292 18.975 28.104 -0.044 -0.182 0.262
H 16.504 17.248 27.781 0.038 -0.192 -0.194
H 14.561 18.431 24.925 -0.536 0.094 -0.623
H 14.210 19.081 26.547 0.136 0.372 0.027
H 14.538 17.358 26.362 0.180 0.786 -0.488
```
Positions in Å, forces in eV/Å.

Net charge: 0
Relative energy (zero: lowest compared OMol25 entry of this formula, charge and spin) in kcal/mol: 0.0
Gap between HOMO and LUMO in eV: 7.96
Multiplicity: 1